# 1
DFT (ωB97M-V with the def2-TZVPD basis set) results for a molecular structure, C10H14BNO2.

Summary:
- HOMO level (alpha / beta): -3.7 / -8.8 eV
- Frontier orbital gap (alpha / beta): 3.991 / 5.500 eV
- Multiplicity: 3

Structure (XYZ):
```
28
Properties=species:S:1:pos:R:3:forces:R:3:nbo_charge:R:1
H -3.74893 -1.19853 -0.65668 -0.51 -0.59 -0.02 0.216
H -5.08629 -0.25395 -0.15813 -1.39 2.85 -0.82 0.218
H -3.06840 -1.54993 1.62776 -0.10 -0.18 0.91 0.195
H 0.82164 -1.75607 0.03321 1.21 -0.99 -0.57 0.231
H 3.35885 0.52675 1.77148 0.22 0.09 -0.26 -0.059
C -4.45396 -0.98517 0.15377 0.56 -2.36 0.90 -0.636
H 4.83082 0.09665 0.39917 1.45 -0.40 -0.41 -0.067
C -3.66356 -0.67859 1.40164 -1.60 1.46 0.69 -0.081
C 2.58171 0.24452 -1.69704 3.50 1.07 3.99 0.548
H -4.34602 -0.21028 2.17788 0.62 -1.70 -0.40 0.211
H 1.15292 2.39192 0.44873 -0.91 0.33 0.29 0.260
H -1.38480 2.32772 1.35174 -0.01 -0.04 -0.18 0.233
C 3.87368 0.28359 -2.43355 -1.15 0.20 -0.67 -0.694
H 4.58705 0.02749 -1.63104 0.35 0.23 -1.20 0.249
H 3.95556 1.32819 -2.88809 0.41 -1.42 0.44 0.228
C -0.97872 -0.91480 0.53627 0.92 -0.40 -1.75 -0.357
C -0.85428 1.47688 0.93616 0.50 2.04 0.35 -0.216
H -1.43522 -1.81774 0.17318 -0.74 -0.21 0.66 0.233
N 2.76265 0.39944 -0.31443 -5.89 -0.66 -1.46 -0.632
C 0.44995 1.56258 0.53863 0.26 1.14 0.29 -0.278
C -1.57195 0.28295 0.86478 -0.32 0.23 0.69 0.398
H -5.24192 -1.76401 0.41620 1.57 0.15 -0.52 0.229
C 0.99341 0.37964 0.19415 5.81 -0.84 -2.27 0.347
O -2.79628 0.44906 1.28992 -0.66 0.00 -0.54 -0.431
C 0.35948 -0.83308 0.19120 -1.05 -0.49 0.94 -0.182
H 3.69095 -0.50154 -3.20159 1.03 0.61 0.15 0.233
B 3.74762 0.34794 0.63462 -0.60 0.13 2.27 0.128
O 1.46405 0.33838 -2.15995 -3.48 -0.24 -1.51 -0.523
```
Positions in Å, forces in eV/Å.

---

# 2
DFT (ωB97M-V with the def2-TZVPD basis set) results for a molecular structure, C10H14Br6O6.

Summary:
- HOMO level: -10.6 eV
- Frontier orbital gap: 9.746 eV

Structure (XYZ):
```
36
Properties=species:S:1:pos:R:3:forces:R:3:nbo_charge:R:1
C -1.98417 2.15550 -0.70238 -0.11 -0.05 0.45 -0.632
H -1.45229 2.25720 -1.64710 -0.39 0.02 -0.21 0.223
H -0.23095 -2.96662 3.63751 -0.47 -0.12 0.25 0.210
C -3.25495 -0.88109 0.03047 0.38 0.31 0.03 0.971
H -2.61296 1.46222 1.74872 -0.33 -0.26 0.07 0.189
H 1.50927 1.97932 -2.19664 -0.28 -0.28 -0.22 0.200
H -1.22562 0.38209 1.96844 -0.14 -0.07 0.12 0.191
Br 2.98454 4.36292 -4.75347 -0.90 0.03 0.34 0.074
C 0.66049 -3.21685 1.73561 -1.15 0.85 -0.52 0.069
H -1.68443 2.99985 -0.07690 0.28 -0.28 0.24 0.219
H 1.35040 4.22643 -2.87201 -0.20 0.48 0.11 0.213
O 2.67293 -2.07498 1.67812 -0.04 1.94 -0.48 -0.483
C 2.14144 1.20969 -1.78422 0.41 -0.06 -0.13 -0.477
O -2.49403 -0.17311 -0.82507 0.01 0.01 0.04 -0.491
H 0.31363 -3.43787 0.72136 0.40 -0.50 -0.06 0.175
Br 2.41444 1.83270 0.05400 0.21 -0.41 -0.61 0.078
Br 0.22446 5.97606 -4.43344 0.40 -0.47 0.55 0.105
H 0.95269 -1.20035 0.85099 0.35 -0.03 -0.18 0.201
C -0.53863 -3.36577 2.67342 0.34 0.09 -0.60 -0.632
O -2.92323 -0.56878 1.30950 -0.61 -0.23 0.43 -0.498
H 1.02129 -1.25216 2.61892 0.21 0.10 0.06 0.173
H -0.65366 0.53138 -0.27675 -0.07 -0.13 0.13 0.190
Br 1.25054 -0.51224 -1.86887 0.18 0.45 -0.05 0.103
C 1.28034 -1.78720 1.70131 -0.81 -0.95 0.60 -0.095
O -4.07683 -1.66722 -0.28706 -0.22 -0.39 0.03 -0.562
C 1.17610 4.34548 -3.93125 0.54 0.26 -1.10 -0.478
H -1.40572 -2.85565 2.24432 0.22 0.54 0.22 0.227
C -2.10577 0.57858 1.35513 0.73 0.31 -0.46 -0.091
C 2.88271 -3.26223 2.19337 -0.18 -1.91 0.40 0.970
H -3.06865 2.24101 -0.79154 0.06 0.09 -0.45 0.226
O 1.75162 -4.02346 2.12662 -0.01 0.09 0.18 -0.492
C -1.70080 0.78105 -0.10860 0.41 0.73 -0.32 0.053
Br 0.13606 2.83223 -4.50375 0.14 -0.14 0.05 0.097
Br 3.70796 1.15698 -2.96846 -0.45 0.05 0.90 0.105
H -0.91242 -4.38722 2.73360 0.54 -0.19 0.23 0.235
O 3.89421 -3.67787 2.64610 0.55 0.12 -0.04 -0.566
```
Positions in Å, forces in eV/Å.

---

# 3
DFT (ωB97M-V with the def2-TZVPD basis set) results for a molecular structure, C10H14Cl3N4O5OsSi.

Summary:
- Total charge: +1
- HOMO level (alpha / beta): -12.0 / -12.0 eV
- Frontier orbital gap (alpha / beta): 8.914 / 5.805 eV
- Multiplicity: 5

Structure (XYZ):
```
38
Properties=species:S:1:pos:R:3:forces:R:3:nbo_charge:R:1
H -0.27771 2.25193 -2.39492 0.03 0.07 -0.01 0.536
H 0.17509 -3.15640 -2.05182 -0.02 0.01 0.06 0.259
O 1.48162 -1.32192 1.21223 0.14 0.00 0.20 -0.580
C -1.19660 -1.43625 -1.71801 0.08 -0.04 0.00 0.840
H 0.93491 2.06599 4.84489 0.01 -0.01 0.00 0.225
N -1.73821 -1.34330 4.41302 0.03 0.05 -0.04 -0.763
H 1.94182 -2.80640 -0.68988 -0.02 -0.06 -0.08 0.249
H 0.82475 1.29005 -4.07944 -0.01 0.09 0.02 0.226
C 1.81837 -0.84537 0.15812 0.14 0.15 0.14 0.762
N -0.32270 0.91427 1.99314 -0.01 -0.42 0.28 -0.422
H 2.09039 -0.63302 -3.93934 -0.04 -0.08 -0.03 0.248
Cl -3.61784 1.47584 -0.75868 -0.02 -0.03 -0.02 -0.321
C 0.17909 -2.14767 -2.45900 0.07 -0.10 0.01 -0.335
Cl -2.46279 3.67580 1.44076 0.00 0.02 -0.02 -0.332
C -1.02446 -0.09866 2.48896 0.04 0.07 -0.05 -0.019
C 1.69467 -0.29383 -2.97760 0.02 0.03 0.11 -0.278
C 0.53164 0.63687 -3.25993 0.09 -0.04 -0.01 -0.079
H -0.07287 -2.13421 -3.51465 -0.04 0.03 -0.01 0.249
O 0.23813 1.47158 -2.11572 -0.18 -0.08 0.21 -0.734
Cl -1.61594 3.91818 -1.74924 0.00 0.01 -0.07 -0.366
O -0.95230 -0.90315 -0.60282 0.16 0.10 0.10 -0.778
H -1.56061 -0.73211 1.79500 0.04 0.00 -0.03 0.234
H 3.20161 -1.67697 -1.25873 0.00 -0.02 -0.07 0.253
Os -0.11372 1.08771 -0.00969 0.01 0.05 -1.51 1.259
H -2.19324 -2.02915 3.83972 0.00 0.00 0.01 0.406
H 0.93743 2.53168 2.38143 0.01 0.00 -0.03 0.232
C 0.38230 1.71316 2.81214 -0.08 0.00 -0.02 -0.059
N 1.34782 -1.47095 -2.18090 0.07 0.12 0.05 -0.142
Si -1.99082 2.57390 -0.20779 0.00 0.30 0.39 0.950
C 0.36823 1.44353 4.16412 -0.07 -0.05 0.13 0.060
C 2.14344 -1.79160 -1.01411 0.06 0.11 -0.08 -0.344
H -1.63474 -1.52452 5.39654 0.00 0.01 0.00 0.423
N -0.31831 0.44198 4.69507 0.06 0.06 0.02 -0.398
H -0.37041 0.10197 -3.55161 -0.05 0.01 -0.05 0.209
O 1.90007 0.43323 -0.14552 -0.37 -0.34 0.29 -0.812
O -2.17606 -1.60395 -2.37499 -0.13 0.01 0.02 -0.503
H 2.47172 0.25600 -2.45434 0.05 -0.02 -0.02 0.266
C -1.02375 -0.33424 3.87365 -0.06 -0.01 0.12 0.381
```
Positions in Å, forces in eV/Å.

---

no.,molecular weight (g mol⁻¹),electronic energy (Eh),largest force on an atom (eV Å⁻¹)
1,191.0,-619.2755,6.29
2,709.6,-16284.9589,2.00
3,594.9,-2745.2914,1.51